Entry 1:
Density functional theory data (ωB97M-V/def2-TZVPD) for C19H26N7SV as an isolated structure.

Structure (XYZ):
```
54
Properties=species:S:1:pos:R:3
V -0.2525 0.0952 -0.1653
C 1.6284 0.2874 2.3206
C 2.4214 -0.3665 1.1982
N 1.9637 0.0975 -0.1132
C 2.3994 1.4254 -0.5618
C 1.6149 2.5687 0.0799
N 0.1601 2.2923 0.2378
C -0.3647 2.6499 1.5743
C -0.5339 1.4388 2.5253
N 0.1759 0.2438 2.0435
H 1.9222 1.3298 2.4307
H 1.8628 -0.1955 3.2727
H 2.2646 -1.4472 1.2241
H 3.4917 -0.1826 1.3503
H 2.2563 -0.5742 -0.8159
H 2.2471 1.4432 -1.6408
H 3.4666 1.5904 -0.3674
H 1.7601 3.4626 -0.5307
H 2.0298 2.8074 1.0583
H -0.3370 2.8402 -0.4530
H -1.3394 3.1227 1.4489
H 0.2757 3.4039 2.0381
H -1.5884 1.1787 2.6022
H -0.2018 1.7208 3.5299
H -0.2214 -0.5665 2.5073
N 1.5134 -2.2500 -3.2542
C 0.6412 -1.7641 -2.3328
S 0.0089 -0.1628 -2.5939
N 0.3255 -2.5470 -1.3296
N -0.5383 -1.8915 -0.4881
C -1.6130 -2.4658 -0.0839
C -1.9914 -3.8657 -0.3734
C -1.1372 -4.9108 -0.0269
C -1.4947 -6.2190 -0.3055
C -2.6923 -6.4925 -0.9527
C -3.5341 -5.4550 -1.3211
C -3.1899 -4.1456 -1.0273
C -2.5788 -1.5308 0.5350
C -3.7268 -1.9678 1.1842
C -4.6698 -1.0365 1.5912
C -4.4421 0.3031 1.3233
C -3.2517 0.6620 0.7106
N -2.3223 -0.2183 0.3429
H 1.5560 -1.7808 -4.1418
H 1.6717 -3.2458 -3.2499
H -0.1932 -4.6912 0.4529
H -0.8339 -7.0282 -0.0256
H -2.9650 -7.5149 -1.1773
H -4.4589 -5.6638 -1.8417
H -3.8433 -3.3377 -1.3314
H -3.8737 -3.0244 1.3491
H -5.5725 -1.3540 2.0941
H -5.1637 1.0629 1.5862
H -3.0287 1.7023 0.5023
```

Results
Relative energy (zero: lowest compared OMol25 entry of this formula, charge and spin) in kcal/mol: 0.79
2S+1: 4
HOMO (alpha / beta) in eV: -9.76 / -10.71
Charge: +1
HOMO-LUMO gap (alpha / beta) in Ha: 0.25501 / 0.27680
<S²>: 3.770

Löwdin atomic charge list, values in e, 5 entries: number 1, V, carries 0.55; number 2, C, carries -0.16; number 3, C, carries -0.16; number 4, N, carries -0.15; number 5, C, carries -0.19

Entry 2:
Density functional theory data (ωB97M-V/def2-TZVPD) for a 12-piece molecular cluster, C7H36O11 overall in a non-equilibrium geometry.

Structure (XYZ):
```
54
Properties=species:S:1:pos:R:3
C -0.5931 1.0235 -3.1423
C -1.5711 0.4332 -2.0978
C -0.8175 0.2095 -0.6916
C -1.6033 -0.5293 0.3890
C -2.8988 -0.6912 0.3266
C -0.6384 -0.9406 1.5582
C -0.6730 -2.4492 1.2279
H 0.4082 0.5907 -3.1014
H -0.4497 2.0978 -2.9771
H -0.9231 0.9509 -4.2180
H -2.4075 1.1864 -2.0034
H -2.0153 -0.3968 -2.5364
H 0.0463 -0.4389 -0.9854
H -0.3550 1.1331 -0.1555
H -3.5654 -0.1925 -0.3086
H -3.5265 -1.1903 1.0960
H -0.8127 -0.6527 2.6421
H 0.4110 -0.4850 1.3086
H 0.2746 -2.7790 1.5590
H -1.3449 -3.1157 1.8220
H -0.9211 -2.7741 0.2247
H 1.9431 -0.9074 -0.3970
H 3.4410 -1.2663 -0.7147
O 2.7839 -1.0817 0.0300
H 0.9101 -4.7705 -2.8123
H 0.4928 -3.9160 -1.5241
O 0.4514 -4.0081 -2.4598
H -0.7594 3.9030 3.7249
H 0.1981 4.6906 2.8704
O -0.5434 4.0972 2.8314
H 2.8422 0.5404 0.7621
H 3.8451 0.9298 1.9658
O 3.0859 1.2035 1.4708
H 1.0168 -1.3905 -4.4554
H 0.1794 -2.5597 -4.9868
O 1.0405 -2.2952 -4.8664
H 1.9158 4.6255 1.1307
H 2.5259 3.7298 2.0591
O 2.1185 4.5488 2.0365
H 2.4633 -1.7755 -2.9084
H 3.6145 -0.9873 -3.3104
O 3.0039 -1.1478 -2.6074
H 1.2441 2.3576 4.4962
H 0.4320 1.1490 5.0323
O 0.4965 2.1601 5.2040
H -2.6933 -2.3662 -2.0698
H -1.5443 -3.2574 -2.6323
O -2.4993 -3.2519 -2.3702
H -2.9457 2.2485 2.9692
H -3.3810 1.3459 1.8769
O -3.7495 1.8103 2.7424
H 1.1130 0.9872 2.1212
H 0.3590 2.2016 2.1907
O 0.5753 1.4629 2.6639
```

Results
Relative energy (zero: lowest compared OMol25 entry of this formula, charge and spin) in kcal/mol: 0.00
2S+1: 2
HOMO (alpha / beta) in eV: -12.95 / -12.95
Charge: +1
HOMO-LUMO gap (alpha / beta) in Ha: 0.32383 / 0.15754
<S²>: 0.756

Löwdin atomic charge list, values in e, 5 entries: number 1, C, carries -0.10; number 2, C, carries -0.21; number 3, C, carries -0.08; number 4, C, carries -0.20; number 5, C, carries 0.20

Entry 3:
Density functional theory data (ωB97M-V/def2-TZVPD) for C6H38FeO22 as an isolated structure in a non-equilibrium geometry.

Structure (XYZ):
```
67
Properties=species:S:1:pos:R:3
Fe -4.1342 1.2437 -0.9836
C -0.5168 1.0117 0.0037
C 0.6621 0.6597 0.5997
C 1.0759 -0.7892 0.7966
O 2.1840 -1.1699 1.4140
C 0.4679 -1.8513 0.2845
C -0.7958 -1.5283 -0.4339
C -1.3476 -0.0025 -0.5386
O -2.4510 0.2302 -1.1556
O -1.6496 -2.3968 -0.7476
O 1.2915 1.7335 1.0001
H -0.7015 2.0362 -0.2838
H 0.8458 -2.8624 0.2488
O 1.5696 -2.5922 3.9496
H 1.6735 -2.0841 3.1451
H 2.3300 -2.3577 4.4815
O 1.7337 -5.3977 -0.5527
H 1.8558 -6.1236 0.0591
H 0.9118 -4.9898 -0.2802
O 4.0816 0.4468 -0.2275
H 3.2991 0.1465 0.2349
H 3.9661 1.3939 -0.3046
O -1.0149 -4.7246 0.4227
H -1.8705 -5.1287 0.2783
H -1.1079 -3.8363 0.0785
O 3.2057 -3.2039 -0.4286
H 3.9737 -3.2990 0.1348
H 2.6534 -2.5666 0.0241
O -3.0184 3.0105 -0.6649
H -2.4275 3.4412 -0.0472
H -3.0541 3.6030 -1.4158
O -2.1159 4.2198 1.5853
H -1.1866 3.9910 1.5752
H -2.2799 4.5183 2.4799
O 0.6137 4.1346 2.6840
H 0.9036 3.4098 2.1300
H 1.0839 4.0095 3.5083
O -4.2344 0.8245 1.0774
H -5.1143 0.4751 1.2188
H -3.7888 0.6989 1.9152
O 3.7830 0.8764 3.5331
H 3.3263 0.7500 2.7015
H 3.8901 1.8248 3.6064
O -5.1272 -0.4563 -1.1918
H -5.8029 -0.7889 -0.6011
H -4.7552 -1.2400 -1.5964
O -4.0193 1.5945 -3.0997
H -4.4565 1.2790 -3.8907
H -3.2005 1.9774 -3.4146
O 3.9725 3.2831 1.1253
H 3.1293 2.8447 1.0113
H 4.1425 3.6999 0.2805
O 5.2928 -2.1546 1.4980
H 4.5688 -1.5675 1.7156
H 5.7901 -1.6846 0.8287
O 1.1176 4.1256 -1.8089
H 1.1048 4.1143 -0.8518
H 0.2267 4.3717 -2.0579
O -4.0790 -2.9142 -2.2845
H -4.1271 -3.5442 -3.0035
H -3.1823 -2.9901 -1.9584
O -1.1753 2.3903 -3.1005
H -1.0176 1.5201 -3.4666
H -0.5277 2.9512 -3.5274
O 1.4517 -3.1322 -2.4705
H 0.7087 -2.8238 -1.9518
H 1.3930 -2.6407 -3.2898
```

Results
2S+1: 6
HOMO (alpha / beta) in eV: -1.67 / -3.80
Charge: -1
HOMO-LUMO gap (alpha / beta) in Ha: 0.08732 / 0.15946
<S²>: 8.782

Löwdin atomic charge list, values in e, 5 entries: number 1, Fe, carries 0.81; number 2, C, carries -0.03; number 3, C, carries -0.33; number 4, C, carries -0.34; number 5, O, carries -0.16

| no. | DFT total energy (eV) |
| --- | --- |
| 1 | -67075.7672 |
| 2 | -30353.6019 |
| 3 | -86270.2039 |